*A*
Density functional theory data (wB97M-V/def2-TZVPD) for a 2-piece molecular cluster, C4H7ClN2 overall.

Structure (XYZ):
```
14
Properties=species:S:1:pos:R:3:nbo_charge:R:1
C 1.554 -0.154 0.512 0.062
C 0.974 1.143 -0.123 -0.286
C -0.584 -0.032 0.987 0.326
C -1.064 -1.196 -0.988 -0.653
N 0.536 -0.760 1.090 -0.443
N -0.263 1.236 0.615 -0.633
Cl -1.766 -0.242 2.231 0.027
H 2.451 -0.705 0.102 0.214
H 1.591 1.984 -0.106 0.221
H 0.735 0.717 -1.168 0.194
H -1.623 -0.399 -1.517 0.189
H -1.553 -2.068 -0.604 0.204
H -0.009 -1.350 -1.293 0.182
H -0.979 1.826 0.260 0.396
```

- net charge = 0
- Kohn-Sham gap (spin up / spin down) (eV) = 7.7396 / 7.7102

*B*
Density functional theory data (wB97M-V/def2-TZVPD) for C4H7ClN2 as an isolated structure.

Structure (XYZ):
```
14
Properties=species:S:1:pos:R:3:nbo_charge:R:1
C 1.557 0.600 0.339 -0.267
C 0.034 0.468 0.445 -0.166
C -0.750 0.481 -0.728 -0.505
C -1.270 -0.985 -0.780 0.069
H 1.523 1.538 -0.547 0.237
H 1.977 0.696 1.208 0.191
H -0.366 1.304 1.209 0.246
H -0.123 0.943 -1.552 0.235
H -1.856 0.973 -0.501 0.247
H -1.820 -1.373 -1.697 0.202
H 0.624 -1.302 1.193 0.348
N -1.378 -1.550 0.354 -0.235
N -0.566 -0.743 1.277 -0.471
Cl 2.414 -1.049 -0.220 -0.129
```

- net charge = 0
- Kohn-Sham gap (eV) = 9.8811

*C*
Density functional theory data (wB97M-V/def2-TZVPD) for a 2-piece molecular cluster, C4H7ClN2 overall.

Structure (XYZ):
```
14
Properties=species:S:1:pos:R:3:nbo_charge:R:1
C -1.446 1.159 0.137 0.191
C -0.971 -1.291 0.429 -0.622
C 1.969 0.916 0.813 -0.409
C -0.745 0.022 -0.364 0.102
N -2.110 2.076 0.412 -0.325
N -0.218 -0.184 -1.647 -0.790
Cl 2.786 -0.501 1.149 0.029
H -0.512 -2.016 -0.296 0.204
H -1.984 -1.430 0.565 0.219
H -0.559 -1.271 1.434 0.234
H 1.776 1.485 1.734 0.183
H 2.227 1.532 -0.032 0.183
H -0.152 -1.109 -2.133 0.408
H -0.061 0.612 -2.200 0.392
```

- net charge = 0
- Kohn-Sham gap (spin up / spin down) (eV) = 7.2884 / 8.7333

*D*
Density functional theory data (wB97M-V/def2-TZVPD) for one molecule with the formula C4H7ClN2.

Structure (XYZ):
```
14
Properties=species:S:1:pos:R:3:nbo_charge:R:1
C 0.541 1.573 0.289 -0.648
C -0.782 1.032 -0.132 -0.190
C -1.195 -0.202 0.140 -0.076
Cl -2.897 -0.601 -0.190 -0.038
C -0.477 -1.348 0.749 -0.071
N 0.609 -1.835 0.293 -0.177
N 1.253 -1.201 -0.686 -0.635
H 0.974 0.914 1.058 0.228
H 0.454 2.569 0.699 0.226
H 1.193 1.681 -0.587 0.222
H -1.395 1.695 -0.739 0.219
H -0.963 -1.852 1.544 0.201
H 0.709 -0.624 -1.374 0.361
H 1.977 -1.803 -1.065 0.377
```

- SMILES = C/C=C(Cl)\C=N/N
- net charge = 0
- Kohn-Sham gap (eV) = 9.7804

Of them, the most stable is *D* and the least stable is *B*.

*A*
Density functional theory data (wB97M-V/def2-TZVPD) for an isolated ion of composition C3H6N4 and charge +2.

Structure (XYZ):
```
13
Properties=species:S:1:pos:R:3:nbo_charge:R:1
N -1.675 0.770 -0.091 -0.721
C -0.847 -0.164 -0.152 0.599
N -1.071 -1.373 0.208 -0.683
C 0.856 0.250 -0.483 -0.145
C 1.835 0.824 0.339 0.213
N 2.873 -0.057 -0.025 0.136
N 1.904 -0.814 -0.099 0.138
H -1.754 1.781 -0.346 0.488
H -2.588 0.703 0.315 0.458
H -0.312 -1.996 0.387 0.453
H -2.002 -1.688 0.156 0.455
H 0.837 0.419 -1.480 0.295
H 1.945 1.344 1.271 0.313
```

- SMILES = NC(=[NH2+])[C@H]1[C@@H]2N=[N+]21
- net charge = +2
- Kohn-Sham gap (eV) = 9.9023

*B*
Density functional theory data (wB97M-V/def2-TZVPD) for an isolated ion of composition C3H6N4 and charge +2.

Structure (XYZ):
```
13
Properties=species:S:1:pos:R:3:nbo_charge:R:1
C 1.058 -0.518 -0.010 -0.753
C -0.321 -0.237 0.020 0.630
N -0.860 1.040 -0.120 -0.461
C -2.192 1.155 0.184 0.442
N -2.955 0.111 -0.036 -0.103
N -2.561 -1.067 -0.188 0.282
N -1.248 -1.260 0.106 -0.286
H 1.567 -0.010 0.756 0.329
H 1.468 -0.223 -0.892 0.329
H 1.386 -1.543 0.066 0.315
H -0.432 1.964 -0.315 0.518
H -2.577 2.026 0.517 0.276
H -0.787 -2.117 0.258 0.482
```

- SMILES = Cc1[nH+]cnn[nH+]1
- net charge = +2
- Kohn-Sham gap (eV) = 9.0748

Of them, the most stable is *B* and the least stable is *A*.

*A*
Density functional theory data (wB97M-V/def2-TZVPD) for C45H60CsI2N5O5S2 as an isolated structure.

Structure (XYZ):
```
120
Properties=species:S:1:pos:R:3:lowdin_charge:R:1
Cs 0.598 0.057 -0.165 0.989
C -0.200 -2.496 4.552 -0.041
N -0.923 -1.235 4.524 -0.152
C -0.578 -0.316 5.595 -0.090
C -1.338 -0.797 3.304 -0.462
O -1.453 -1.536 2.343 0.000
C -1.670 0.689 3.179 -0.166
O -2.012 0.931 1.837 -0.159
C -1.668 2.210 1.390 -0.163
C -1.929 2.263 -0.114 -0.476
O -2.552 1.379 -0.675 0.012
N -1.461 3.358 -0.764 -0.126
C -0.793 4.474 -0.125 -0.059
C -1.605 3.437 -2.205 -0.022
H -0.359 -2.980 5.518 0.079
H 0.868 -2.312 4.390 0.089
H -0.563 -3.133 3.753 0.085
H -0.674 -0.839 6.549 0.080
H -1.260 0.531 5.619 0.076
H 0.444 0.056 5.477 0.042
H -0.787 1.265 3.473 0.050
H -2.501 0.960 3.846 0.134
H -0.615 2.423 1.626 0.101
H -2.276 2.998 1.863 0.144
H -0.252 4.173 0.766 0.072
H -1.499 5.275 0.123 0.089
H -0.042 4.867 -0.808 0.087
H -2.081 2.530 -2.565 0.079
H -0.620 3.530 -2.666 0.084
H -2.216 4.303 -2.483 0.089
C 1.251 1.291 -8.612 -0.056
C 0.950 2.343 -7.536 -0.565
C 2.198 3.209 -7.361 -0.071
C -0.193 3.245 -8.022 -0.055
C 0.553 1.650 -6.236 -0.185
C 1.201 1.842 -5.050 0.011
C 0.760 1.227 -3.849 -0.200
N 1.229 1.578 -2.630 0.078
C 2.453 1.954 -2.353 -0.213
C 3.587 1.599 -3.170 0.028
C 4.841 1.859 -2.758 -0.161
C 5.013 2.584 -1.520 0.028
C 4.034 2.955 -0.664 -0.059
C 2.644 2.633 -1.040 -0.311
O 1.667 2.923 -0.358 -0.049
C 4.410 3.725 0.613 -0.514
C 5.674 3.108 1.230 -0.041
C 3.338 3.745 1.712 -0.053
C 4.706 5.180 0.213 -0.049
C 6.091 1.360 -3.473 -0.558
C 6.884 0.446 -2.529 -0.037
C 6.963 2.552 -3.886 -0.051
C 5.739 0.565 -4.732 -0.066
C -0.387 0.334 -3.852 -0.328
O -0.721 -0.288 -2.824 -0.137
C -1.094 0.179 -5.122 -0.082
C -0.596 0.802 -6.229 0.012
C -2.379 -0.643 -5.133 -0.531
C -3.396 -0.013 -4.167 -0.038
C -2.098 -2.097 -4.721 -0.039
C -3.023 -0.677 -6.521 -0.082
H 1.520 1.775 -9.556 0.076
H 0.387 0.648 -8.798 0.073
H 2.080 0.652 -8.302 0.088
H 2.466 3.668 -8.316 0.079
H 3.050 2.618 -7.018 0.079
H 2.031 4.011 -6.639 0.085
H 0.083 3.741 -8.959 0.076
H -0.417 4.012 -7.278 0.087
H -1.107 2.676 -8.199 0.074
H 2.023 2.542 -4.967 0.101
H 3.390 1.000 -4.047 0.104
H 6.033 2.813 -1.235 0.096
H 5.520 2.050 1.445 0.086
H 5.906 3.609 2.172 0.086
H 6.555 3.207 0.591 0.072
H 2.970 2.753 1.977 0.036
H 2.478 4.348 1.428 0.072
H 3.791 4.183 2.607 0.086
H 5.527 5.234 -0.507 0.077
H 4.984 5.761 1.097 0.082
H 3.826 5.647 -0.238 0.083
H 7.203 0.968 -1.625 0.081
H 7.780 0.070 -3.032 0.081
H 6.278 -0.407 -2.216 0.098
H 7.265 3.149 -3.023 0.075
H 6.422 3.204 -4.575 0.086
H 7.872 2.200 -4.382 0.079
H 5.148 -0.320 -4.493 0.090
H 6.657 0.233 -5.224 0.081
H 5.174 1.171 -5.445 0.078
H -1.124 0.680 -7.169 0.087
H -2.987 0.109 -3.165 0.055
H -4.289 -0.642 -4.099 0.080
H -3.704 0.972 -4.531 0.087
H -1.671 -2.153 -3.724 0.062
H -1.402 -2.566 -5.422 0.086
H -3.031 -2.669 -4.734 0.082
H -3.279 0.325 -6.877 0.079
H -3.948 -1.258 -6.472 0.080
H -2.371 -1.150 -7.260 0.080
S 1.586 0.632 3.114 0.531
C 3.283 0.248 3.082 -0.724
C 4.156 1.024 3.852 -0.113
C 5.538 0.827 3.884 -0.246
C 6.354 1.684 4.682 -0.218
N 7.002 2.377 5.338 0.119
C 6.085 -0.193 3.088 -0.236
C 5.233 -0.986 2.324 -0.101
C 3.834 -0.833 2.301 -0.782
S 2.874 -1.943 1.381 0.345
C 7.495 -0.431 3.045 -0.208
N 8.629 -0.635 2.996 0.119
H 3.731 1.823 4.445 0.098
H 5.658 -1.779 1.723 0.093
I -4.909 -1.309 -0.308 0.664
C -2.812 -1.627 -0.476 -1.195
I -2.272 -3.676 -0.411 0.703
H -2.391 -1.155 0.411 -0.092
H -2.450 -1.199 -1.404 -0.076
```

- net charge = -2
- Kohn-Sham gap (spin up / spin down) (eV) = 4.4855 / 4.4838

*B*
Density functional theory data (wB97M-V/def2-TZVPD) for C45H60CsI2N5O5S2 as an isolated structure.

Structure (XYZ):
```
120
Properties=species:S:1:pos:R:3:lowdin_charge:R:1
Cs -0.863 1.645 0.428 1.011
C -3.324 5.372 3.668 -0.040
N -1.885 5.573 3.620 -0.152
C -1.227 5.558 4.916 -0.089
C -1.248 5.181 2.485 -0.456
O -1.826 5.025 1.423 0.001
C 0.262 4.954 2.587 -0.166
O 0.708 4.546 1.324 -0.157
C 1.826 3.711 1.367 -0.158
C 2.075 3.195 -0.049 -0.475
O 1.493 3.681 -1.004 0.009
N 2.987 2.199 -0.177 -0.124
C 3.726 1.608 0.922 -0.058
C 3.212 1.618 -1.489 -0.022
H -3.772 6.139 4.303 0.079
H -3.543 4.376 4.066 0.091
H -3.729 5.438 2.664 0.085
H -1.738 6.264 5.573 0.081
H -0.191 5.879 4.832 0.075
H -1.252 4.555 5.354 0.041
H 0.446 4.181 3.339 0.052
H 0.770 5.876 2.900 0.132
H 1.652 2.883 2.068 0.107
H 2.733 4.243 1.696 0.145
H 3.166 1.633 1.851 0.070
H 4.699 2.096 1.061 0.089
H 3.889 0.555 0.702 0.087
H 2.563 2.110 -2.208 0.079
H 2.975 0.553 -1.466 0.084
H 4.256 1.749 -1.794 0.089
C 0.757 -3.166 -6.409 -0.055
C 1.754 -2.687 -5.343 -0.564
C 2.121 -3.887 -4.469 -0.071
C 3.031 -2.192 -6.036 -0.055
C 1.130 -1.559 -4.527 -0.185
C 0.985 -1.598 -3.172 0.011
C 0.460 -0.500 -2.440 -0.202
N 0.515 -0.423 -1.093 0.065
C 0.408 -1.427 -0.252 -0.215
C -0.241 -2.666 -0.590 0.029
C -0.471 -3.604 0.351 -0.161
C 0.026 -3.361 1.682 0.030
C 0.629 -2.231 2.122 -0.061
C 0.853 -1.155 1.142 -0.314
O 1.410 -0.089 1.406 -0.067
C 1.111 -2.149 3.577 -0.517
C 0.049 -2.746 4.515 -0.040
C 1.406 -0.728 4.077 -0.054
C 2.406 -2.970 3.687 -0.048
C -1.289 -4.867 0.112 -0.558
C -2.509 -4.867 1.045 -0.037
C -0.427 -6.105 0.397 -0.051
C -1.785 -4.952 -1.332 -0.066
C 0.025 0.707 -3.130 -0.324
O -0.524 1.638 -2.509 -0.142
C 0.235 0.744 -4.578 -0.082
C 0.733 -0.363 -5.197 0.012
C -0.088 2.039 -5.317 -0.531
C 0.793 3.176 -4.771 -0.036
C -1.574 2.395 -5.150 -0.039
C 0.193 1.926 -6.818 -0.082
H 1.198 -3.965 -7.014 0.077
H 0.467 -2.355 -7.080 0.074
H -0.150 -3.550 -5.937 0.088
H 2.539 -4.682 -5.091 0.079
H 1.246 -4.287 -3.951 0.079
H 2.867 -3.621 -3.717 0.085
H 3.481 -2.994 -6.630 0.076
H 3.761 -1.858 -5.296 0.088
H 2.826 -1.352 -6.704 0.074
H 1.348 -2.437 -2.591 0.102
H -0.647 -2.750 -1.588 0.104
H -0.135 -4.149 2.408 0.098
H -0.904 -2.231 4.393 0.086
H 0.367 -2.619 5.552 0.087
H -0.112 -3.816 4.360 0.073
H 0.579 -0.036 3.915 0.038
H 2.285 -0.302 3.595 0.071
H 1.587 -0.782 5.155 0.086
H 2.235 -4.017 3.419 0.077
H 2.786 -2.933 4.713 0.082
H 3.177 -2.568 3.024 0.084
H -2.219 -4.850 2.097 0.081
H -3.112 -5.765 0.878 0.081
H -3.134 -3.991 0.863 0.098
H -0.059 -6.110 1.425 0.075
H 0.438 -6.133 -0.271 0.086
H -1.011 -7.017 0.246 0.079
H -2.438 -4.112 -1.579 0.090
H -2.355 -5.874 -1.469 0.081
H -0.954 -4.959 -2.043 0.077
H 0.882 -0.327 -6.271 0.088
H 0.705 3.276 -3.692 0.056
H 0.504 4.128 -5.229 0.081
H 1.844 2.989 -5.011 0.087
H -1.835 2.527 -4.102 0.062
H -2.206 1.606 -5.568 0.087
H -1.792 3.326 -5.684 0.082
H 1.243 1.696 -7.020 0.079
H -0.036 2.883 -7.294 0.080
H -0.428 1.161 -7.292 0.081
S -1.017 2.250 3.962 0.537
C -1.982 0.909 4.500 -0.734
C -1.696 0.336 5.742 -0.111
C -2.399 -0.752 6.265 -0.244
C -2.026 -1.290 7.529 -0.219
N -1.719 -1.710 8.559 0.117
C -3.437 -1.309 5.498 -0.235
C -3.748 -0.742 4.264 -0.102
C -3.076 0.370 3.731 -0.786
S -3.626 1.067 2.248 0.341
C -4.173 -2.442 5.958 -0.211
N -4.778 -3.358 6.313 0.119
H -0.884 0.758 6.319 0.097
H -4.561 -1.159 3.686 0.093
I -0.208 6.609 -2.216 0.666
C -1.235 4.843 -1.625 -1.199
I -3.338 5.001 -1.807 0.707
H -1.010 4.733 -0.569 -0.096
H -0.892 4.007 -2.222 -0.076
```

- net charge = -2
- Kohn-Sham gap (spin up / spin down) (eV) = 4.3650 / 4.3638

Of them, the most stable is *A* and the least stable is *B*.